{"formula": "C14H39N3O5", "method": "wB97M-V/def2-TZVPD", "fmax_ev_per_a": 2.02, "smiles": "COC[C@H](C)N.COC[C@H](C)N.COC[C@H](C)N.OCCO", "e_above_lowest_ev": 0.191, "e_homo_ev": -8.842, "e_lumo_ev": 0.61, "total_energy_ha": -1097.1660, "symbols": ["H", "C", "O", "H", "H", "H", "C", "H", "O", "C", "H", "C", "O", "C", "C", "H", "H", "H", "C", "H", "H", "C", "H", "H", "H", "H", "N", "C", "C", "H", "C", "H", "H", "H", "H", "H", "N", "H", "H", "N", "O", "H", "H", "C", "H", "H", "H", "H", "C", "H", "H", "H", "H", "H", "H", "C", "O", "H", "H", "H", "H"], "xyz": [[0.8023, -5.4888, 8.3097], [1.5362, -11.9858, 4.8521], [6.1420, -6.4294, 6.1421], [0.3954, -13.3382, 3.8734], [4.7696, -9.5785, 4.6637], [1.4530, -4.9471, 10.3889], [3.9817, -0.6980, 4.2014], [1.7242, -4.1945, 8.0744], [-0.6929, -3.8754, 11.6853], [2.9722, 0.2933, 6.3164], [5.7985, -2.5879, 2.2496], [4.8391, -5.8503, 6.1935], [3.4822, -4.4031, 7.6452], [3.3724, -0.9787, 5.5851], [1.3255, -2.8368, 10.1203], [1.8009, -13.4244, 6.4449], [3.5978, -12.3051, 5.0600], [3.3507, -3.7074, 6.9791], [5.5620, -1.6788, 2.7916], [1.3387, -2.6556, 11.1927], [4.5167, -5.4085, 5.2389], [1.2523, -12.5061, 6.2511], [4.7260, -2.3566, 5.6831], [3.7879, 1.0133, 6.4181], [4.9365, -1.2244, 6.8336], [-2.0909, -2.9271, 12.8367], [4.2390, -1.8370, 6.4169], [-2.0176, -3.7943, 12.1705], [2.9524, -11.4689, 4.7623], [5.2415, -5.3346, 8.1783], [-0.6225, -4.4285, 10.3735], [2.1220, 0.7844, 5.8444], [0.7608, -11.2698, 4.5684], [5.5019, -4.0351, 7.1575], [-2.7805, -3.6486, 11.4064], [4.7251, 0.1098, 4.3414], [0.7983, -4.4744, 8.3928], [5.0860, -10.4454, 6.1791], [1.7412, -13.0179, 3.0278], [1.3905, -13.1717, 3.9674], [4.4888, -1.9004, 3.6869], [-1.2930, -3.9371, 9.6629], [-0.8378, -5.4974, 10.4966], [4.3464, -9.8315, 5.6470], [4.1342, -6.6734, 6.3653], [5.2370, -0.9668, 2.0130], [1.4354, -11.7536, 7.0208], [0.1822, -12.7084, 6.3717], [4.7793, -4.8452, 7.3109], [2.6565, -0.0111, 7.3167], [0.5895, -2.1242, 9.7178], [3.2856, -0.2333, 3.4900], [6.3916, -1.1750, 3.2931], [2.4465, -1.5146, 5.3400], [4.3649, -8.8907, 6.2044], [0.8019, -4.2388, 9.8570], [3.0572, -10.3459, 5.6174], [6.1455, -6.9898, 5.3614], [-2.1789, -4.6541, 12.8303], [3.1911, -11.1585, 3.7360], [2.2510, -2.5865, 9.6059]], "nbo_charge": [0.345, -0.070, -0.720, 0.356, 0.155, 0.161, -0.080, 0.382, -0.555, -0.623, 0.200, -0.086, -0.733, -0.071, -0.623, 0.216, 0.176, 0.494, -0.247, 0.226, 0.153, -0.617, 0.375, 0.200, 0.357, 0.182, -0.850, -0.252, -0.067, 0.181, -0.063, 0.220, 0.177, 0.167, 0.174, 0.156, -0.842, 0.169, 0.353, -0.842, -0.551, 0.176, 0.164, -0.250, 0.161, 0.165, 0.221, 0.203, -0.087, 0.229, 0.197, 0.177, 0.173, 0.184, 0.189, -0.067, -0.531, 0.468, 0.171, 0.163, 0.214]}



{"formula": "C14H40F3N2O7", "method": "wB97M-V/def2-TZVPD", "fmax_ev_per_a": 2.36, "charge": 1, "e_homo_ev": -12.043, "e_lumo_ev": -2.51, "total_energy_ha": -1492.8838, "symbols": ["H", "H", "H", "H", "H", "H", "C", "H", "H", "H", "O", "H", "H", "H", "H", "H", "C", "H", "C", "C", "F", "O", "H", "H", "H", "C", "H", "C", "H", "H", "H", "C", "H", "H", "F", "H", "H", "H", "C", "O", "H", "N", "H", "H", "H", "H", "H", "H", "C", "H", "H", "O", "F", "C", "H", "O", "N", "H", "C", "H", "C", "H", "O", "C", "C", "O"], "xyz": [[-3.1882, -3.8074, 0.8115], [1.0156, 3.8833, 1.7290], [0.4190, -0.7275, 1.3243], [-1.0144, 4.6611, 0.4484], [-4.0764, -5.6587, -2.7310], [-2.8172, 0.1267, -1.1251], [-3.2301, -6.6741, -1.2988], [7.5897, -5.7887, -1.2656], [-2.3317, -6.5793, -0.6931], [-2.6377, -2.1228, 0.7925], [-1.5213, 9.1347, 0.5117], [2.8784, -0.5723, 2.5059], [2.8090, 1.4655, 1.9172], [5.5083, -6.6787, -0.7667], [-4.1044, -6.6730, -0.6446], [0.3060, -0.8425, -0.3675], [-0.1809, 1.0138, 0.5073], [-3.7215, -2.6996, -0.4846], [2.6775, -1.0626, 1.5605], [2.0983, -0.0850, 0.5159], [-3.9041, 0.4048, 2.2908], [-1.7018, 4.5409, -0.2154], [-2.0431, 6.5848, -0.3481], [-1.1155, 9.5845, -1.4702], [4.0877, -3.4497, -1.8799], [3.4812, -3.7431, -1.0228], [1.3567, 3.5464, 0.1935], [-1.4978, 0.5897, 1.1516], [0.6163, 1.8125, 2.3605], [-3.0426, 5.7151, 0.8458], [-1.4869, 0.7995, 2.2173], [-3.7331, 1.5222, 1.5961], [6.7478, -4.7576, -2.4398], [4.1132, -3.8053, -0.1430], [-3.2716, 2.4275, 2.3981], [-2.4731, 2.1396, -0.0658], [2.7877, 1.9201, 0.2800], [3.6162, -1.4340, 1.1733], [-2.5878, 5.6617, -0.1456], [-1.7410, -3.3102, -0.6009], [-1.8617, 10.0223, 0.6650], [0.7056, 3.3318, 0.9377], [-1.6549, -0.4764, 1.0609], [2.0587, -1.9435, 1.6976], [-0.2062, 8.2268, -0.7710], [-1.9764, -4.0653, -1.1536], [-3.3679, 5.5329, -0.8916], [6.7944, -6.5143, -2.6880], [2.2067, 1.3756, 1.0223], [0.2175, 9.8945, -0.3211], [-0.3211, 1.4655, -0.4735], [-3.3629, 0.2774, -0.3441], [-4.9033, 1.8751, 1.1709], [-2.7497, 1.2339, 0.4751], [1.9094, -2.7197, -1.5618], [5.5117, -5.8216, -1.2058], [0.6194, -0.2871, 0.4276], [2.6731, -0.2649, -0.3778], [6.7326, -5.7224, -1.9390], [-3.1891, -7.6134, -1.8526], [0.7613, 1.9236, 1.2869], [3.0301, -4.7159, -1.2080], [2.4618, -2.7593, -0.7731], [-0.6035, 9.2205, -0.5764], [-2.8935, -2.9735, 0.1709], [-3.2786, -5.5650, -2.2002]], "nbo_charge": [0.171, 0.380, 0.437, 0.480, 0.478, 0.475, -0.254, 0.170, 0.181, 0.159, -0.729, 0.216, 0.233, 0.470, 0.172, 0.456, -0.056, 0.179, -0.627, -0.067, -0.329, -0.758, 0.176, 0.169, 0.173, -0.245, 0.370, -0.460, 0.210, 0.169, 0.242, 0.959, 0.180, 0.194, -0.309, 0.225, 0.223, 0.249, -0.252, -0.766, 0.469, -0.831, 0.233, 0.229, 0.173, 0.495, 0.183, 0.172, -0.432, 0.168, 0.236, -0.689, -0.293, 0.007, 0.467, -0.739, -0.502, 0.255, -0.248, 0.177, -0.052, 0.186, -0.770, -0.249, -0.238, -0.750]}



{"formula": "C14H41BBaN3O5", "method": "wB97M-V/def2-TZVPD", "fmax_ev_per_a": 5.60, "e_above_lowest_ev": 11.865, "charge": -1, "e_homo_ev": -2.423, "e_lumo_ev": -0.49, "total_energy_ha": -1148.2962, "symbols": ["H", "H", "C", "H", "C", "H", "C", "N", "N", "H", "H", "H", "C", "H", "C", "H", "H", "H", "H", "H", "H", "C", "O", "H", "H", "H", "O", "H", "H", "H", "H", "C", "C", "C", "H", "O", "O", "C", "H", "H", "H", "H", "O", "H", "H", "H", "H", "H", "H", "H", "H", "H", "Ba", "H", "H", "C", "N", "H", "C", "B", "H", "H", "H", "C", "C"], "xyz": [[-9.8428, -23.0674, 20.1244], [-17.1774, -27.3357, 17.9058], [-11.3178, -21.0779, 17.4050], [-24.3526, -23.7094, 23.1148], [-19.2964, -24.0963, 16.2654], [-10.6434, -19.0283, 17.1733], [-15.1091, -22.1663, 26.9766], [-15.8501, -24.1794, 25.7796], [-12.7398, -20.6861, 17.3916], [-23.9244, -22.7986, 21.6624], [-15.3897, -19.2366, 25.6744], [-15.1722, -24.9167, 25.9095], [-17.5419, -25.7406, 15.8509], [-16.6850, -24.7212, 25.6076], [-14.7638, -20.0463, 26.0496], [-15.1939, -28.3895, 16.4452], [-19.8671, -25.0147, 16.4035], [-12.8848, -19.7110, 17.6112], [-19.5759, -23.4265, 17.0786], [-17.0802, -23.1507, 27.1114], [-15.2277, -21.6658, 27.9376], [-10.8250, -22.8981, 20.5658], [-15.4375, -21.3085, 25.8814], [-10.9532, -19.8885, 15.6367], [-26.0517, -24.1597, 21.5396], [-9.5903, -20.3624, 16.6086], [-25.2147, -26.0160, 21.3125], [-11.1795, -22.0511, 16.9340], [-18.3593, -26.4530, 15.7398], [-18.2892, -17.7671, 19.1566], [-17.2868, -17.3147, 20.4645], [-25.1047, -24.6141, 21.2482], [-16.2865, -26.4140, 16.4416], [-10.6142, -19.9933, 16.6674], [-15.4790, -25.7056, 16.2566], [-11.5800, -22.3043, 19.5063], [-22.6489, -24.3917, 22.0750], [-16.0304, -23.4325, 27.0292], [-16.7329, -28.4274, 15.6369], [-13.2991, -20.9200, 16.5838], [-10.9525, -20.3357, 19.3163], [-14.0801, -22.5230, 27.0199], [-17.9352, -24.5573, 16.4889], [-15.9624, -23.8480, 29.1671], [-15.5817, -27.0254, 18.2021], [-15.4178, -27.6932, 14.8583], [-11.3132, -23.8371, 20.8267], [-10.7282, -22.1697, 21.3709], [-18.9439, -17.9980, 20.8209], [-9.7456, -21.4458, 18.8471], [-25.0126, -24.3109, 20.2053], [-13.7922, -19.9489, 25.5655], [-16.9003, -22.2557, 20.8223], [-14.5588, -19.8623, 27.1043], [-18.6842, -16.3860, 20.1875], [-15.8748, -27.7877, 15.8434], [-16.4539, -26.6315, 17.8794], [-17.4410, -25.5227, 14.7877], [-23.9915, -23.7989, 22.0902], [-18.3215, -17.4021, 20.1714], [-14.7452, -24.7207, 28.2492], [-16.4222, -25.2482, 28.2305], [-19.3961, -23.7308, 15.2434], [-15.7769, -24.3698, 28.2283], [-10.8227, -21.2860, 18.7984]], "nbo_charge": [0.158, 0.345, -0.080, 0.161, -0.244, 0.207, -0.058, -0.823, -0.856, 0.163, 0.199, 0.340, -0.058, 0.355, -0.253, 0.211, 0.173, 0.359, 0.207, 0.194, 0.157, -0.243, -0.526, 0.218, 0.143, 0.193, -0.603, 0.193, 0.152, -0.040, -0.039, -0.079, -0.072, -0.609, 0.186, -0.540, -0.556, -0.065, 0.204, 0.370, 0.162, 0.156, -0.552, 0.206, 0.349, 0.205, 0.196, 0.169, -0.046, 0.167, 0.149, 0.169, 0.717, 0.162, -0.011, -0.630, -0.807, 0.160, -0.102, -0.863, 0.195, 0.216, 0.172, -0.624, -0.063]}



- What is the formula in the second record?
  C14H40F3N2O7